28
Properties=species:S:1:pos:R:3:lowdin_charge:R:1 method="wB97M-V/def2-TZVPD" smiles="CC(C)=C/C(C)=[N+]1/C[C@H]1CN" homo_energy_ev=-12.92 orbital_gap_ev=8.76 total_energy_ha=-462.2583 total_charge=+1 relative_energy_kcal_mol=103.4 spin_multiplicity=1 lumo_energy_ev=-4.15
C -1.362 -1.667 -2.623 -0.049
C -0.964 -1.096 -1.325 -0.264
C -2.006 -0.684 -0.353 -0.029
C 0.347 -1.279 -0.846 0.014
C 1.370 -0.898 0.147 -0.244
C 2.706 -1.367 -0.232 0.010
N 1.125 -0.107 1.094 0.082
C 1.629 0.704 2.223 0.028
C 0.372 0.978 1.609 -0.291
C 0.015 2.242 0.904 -0.173
N -1.481 2.533 0.722 -0.004
H -0.828 -2.486 -2.998 0.059
H -2.472 -1.976 -2.671 0.125
H -1.073 -0.980 -3.512 0.140
H -2.006 -1.618 0.208 0.114
H -1.843 0.234 0.236 0.057
H -2.982 -0.698 -0.851 0.090
H 0.978 -1.905 -1.535 0.110
H 3.408 -0.782 0.368 0.099
H 2.846 -1.278 -1.331 0.121
H 2.768 -2.394 0.110 0.114
H 2.488 1.364 1.886 0.164
H 1.606 0.476 3.241 0.117
H -0.547 0.620 2.075 0.160
H 0.417 3.090 1.614 0.157
H 0.389 2.180 -0.190 0.153
H -1.851 3.088 1.485 0.072
H -1.528 3.119 -0.100 0.066

=====

28
Properties=species:S:1:pos:R:3:lowdin_charge:R:1 method="wB97M-V/def2-TZVPD" homo_energy_ev=-12.56 orbital_gap_ev=8.94 total_energy_ha=-462.3638 total_charge=+1 relative_energy_kcal_mol=37.2 spin_multiplicity=1 lumo_energy_ev=-3.62
C -0.178 -2.106 -3.059 -0.086
C 0.451 -2.381 -1.692 -0.259
C -0.137 -1.557 -0.607 -0.028
C 0.354 -0.380 -0.190 -0.163
N 1.540 0.296 -0.592 0.195
C 1.623 1.417 0.115 0.026
N 0.632 1.555 1.009 -0.038
C 0.403 2.638 1.990 0.030
C -0.332 0.459 0.904 -0.432
C -1.621 1.016 0.318 0.005
C -0.501 -0.356 2.222 0.041
H -1.290 -2.300 -3.011 0.096
H 0.362 -2.809 -3.745 0.095
H -0.096 -1.074 -3.391 0.067
H 1.473 -2.237 -1.743 0.073
H 0.444 -3.462 -1.405 0.136
H -1.181 -1.768 -0.404 0.130
H 2.047 0.253 -1.378 0.121
H 2.286 2.203 -0.132 0.164
H 0.820 2.446 2.965 0.099
H 0.906 3.474 1.550 0.098
H -0.591 2.845 2.239 0.088
H -2.377 1.275 1.082 0.106
H -2.154 0.255 -0.348 0.121
H -1.327 1.777 -0.311 0.068
H -1.520 -0.751 2.272 0.109
H -0.262 0.340 3.018 0.080
H 0.225 -1.066 2.325 0.058

=====

30
Properties=species:S:1:pos:R:3:lowdin_charge:R:1 method="wB97M-V/def2-TZVPD" homo_energy_ev=-3.97 orbital_gap_ev=7.27 total_energy_ha=-612.9892 total_charge=-1 relative_energy_kcal_mol=23.4 spin_multiplicity=1 lumo_energy_ev=3.30
C -3.271 -0.772 1.185 -0.169
N -1.873 -1.097 0.905 -0.051
C -1.210 -1.542 1.920 -0.662
O -1.441 -1.578 3.128 -0.053
C 0.193 -2.094 1.571 -0.035
N 0.658 -2.003 0.146 -0.209
O 0.985 -3.138 -0.354 -0.144
C 0.731 -0.913 -0.584 -0.210
C 0.810 -1.235 -2.063 -0.027
C 0.854 0.582 -0.291 -0.441
C 2.123 1.295 -0.857 -0.002
C 0.691 0.883 1.250 -0.060
C -0.553 1.116 -0.719 -0.073
H -3.748 -0.401 0.296 0.039
H -3.639 -1.660 1.601 0.045
H -3.486 0.128 1.813 0.069
H 1.112 -1.684 2.108 0.125
H 0.266 -3.064 1.844 0.069
H 1.674 -2.067 -2.250 0.132
H 1.027 -0.446 -2.589 -0.014
H -0.129 -1.760 -2.237 0.095
H 2.878 0.640 -0.692 0.051
H 2.238 2.161 -0.381 0.027
H 1.929 1.387 -1.946 0.092
H -0.275 0.823 1.598 0.031
H 1.395 0.221 1.904 0.107
H 0.810 1.936 1.481 0.070
H -0.635 2.141 -0.516 0.049
H -1.424 0.493 -0.187 0.111
H -0.684 1.185 -1.741 0.037

=====

30
Properties=species:S:1:pos:R:3:lowdin_spin:R:1 method="wB97M-V/def2-TZVPD" homo_energy_ev="-9.97 / -12.46" orbital_gap_ev="6.45 / 4.64" total_energy_ha=-858.3021 total_charge=+1 s_squared=2.007 spin_multiplicity=3 lumo_energy_ev="-3.51 / -7.81"
C 0.924 3.682 1.051 0.207
C -0.210 2.967 1.449 0.302
C 2.024 2.909 0.754 0.263
C -0.306 1.648 1.196 0.246
C 1.941 1.500 0.789 0.530
C 0.696 -0.084 -2.802 0.004
C -1.282 0.147 -1.512 0.011
C 0.336 -2.099 2.198 0.001
C -0.850 -2.651 0.140 0.001
N 0.773 0.931 0.816 0.282
N 0.061 -0.181 -1.478 0.047
N -0.239 -1.498 0.780 0.014
P 0.965 -0.739 -0.099 0.022
H 0.740 4.740 0.863 0.007
H -1.044 3.566 1.836 0.008
H 2.834 3.536 0.319 0.010
H -1.226 1.060 1.372 0.007
H 2.759 0.780 0.836 0.024
H 1.596 -0.628 -2.859 0.000
H 0.116 -0.472 -3.642 0.001
H 0.975 0.973 -3.093 0.001
H -1.813 0.279 -0.546 0.001
H -1.491 1.198 -1.956 0.004
H -1.917 -0.419 -2.162 0.004
H 1.318 -1.654 2.184 0.000
H -0.393 -1.574 2.919 0.000
H 0.329 -3.196 2.262 0.000
H -0.137 -3.518 -0.043 0.001
H -1.599 -3.129 0.690 0.001
H -1.186 -2.281 -0.785 0.000

=====

30
Properties=species:S:1:pos:R:3:lowdin_spin:R:1 method="wB97M-V/def2-TZVPD" homo_energy_ev="-5.42 / -8.56" orbital_gap_ev="6.07 / 6.42" total_energy_ha=-806.6804 relative_energy_kcal_mol=0.0 s_squared=2.030 spin_multiplicity=3 lumo_energy_ev="0.65 / -2.13"
C -0.383 -0.960 2.119 0.030
C -1.898 -2.081 0.678 0.087
C -1.722 0.573 -2.091 0.567
C -1.853 -0.387 -1.183 0.445
C -3.964 0.354 -3.407 0.007
C 3.642 -1.048 1.339 0.000
C 2.203 1.230 0.099 0.001
C 2.494 0.909 3.368 0.000
C -2.564 0.957 -3.277 0.101
N -1.215 -1.949 1.736 0.247
N 0.743 -0.716 1.614 0.008
N -1.976 -1.277 -0.394 0.387
Si 2.174 0.172 1.637 0.001
H -0.895 -0.344 2.847 0.008
H -2.444 -3.071 0.439 0.011
H -0.829 1.161 -1.999 0.054
H -4.550 0.853 -4.148 0.000
H -4.459 0.453 -2.452 0.002
H -3.972 -0.863 -3.677 0.002
H 4.598 -0.413 1.395 0.000
H 3.673 -1.980 2.053 0.000
H 3.613 -1.538 0.399 0.000
H 2.592 2.277 0.142 0.000
H 3.056 0.771 -0.426 0.000
H 1.304 1.205 -0.608 0.001
H 2.045 0.025 4.059 0.000
H 3.499 1.139 3.502 0.000
H 1.958 1.852 3.522 0.000
H -1.969 0.682 -4.097 0.019
H -2.901 2.012 -3.189 0.020

=====

33
Properties=species:S:1:pos:R:3:lowdin_spin:R:1 method="wB97M-V/def2-TZVPD" homo_energy_ev="-15.12 / -15.40" orbital_gap_ev="7.82 / 7.42" total_energy_ha=-1135.7001 total_charge=+2 relative_energy_kcal_mol=0.0 s_squared=0.755 spin_multiplicity=2 lumo_energy_ev="-7.30 / -7.98"
Os -0.103 0.208 0.166 0.704
N -1.360 1.975 0.238 0.041
C -1.996 2.100 1.583 0.006
C -0.971 1.725 2.635 0.001
N -0.317 0.422 2.287 -0.004
C -0.985 -0.801 2.850 0.000
C -1.942 -1.381 1.824 0.006
N -1.200 -1.481 0.523 0.034
H -2.044 2.087 -0.509 0.006
H -0.705 2.749 0.108 0.003
H -2.376 3.108 1.744 0.001
H -2.848 1.422 1.603 0.000
H -0.180 2.476 2.671 0.000
H -1.422 1.678 3.625 0.000
H 0.607 0.453 2.706 0.000
H -0.198 -1.522 3.074 0.000
H -1.498 -0.572 3.784 0.000
H -2.324 -2.358 2.120 0.000
H -2.793 -0.724 1.655 0.001
H -0.539 -2.258 0.572 0.006
H -1.830 -1.713 -0.245 0.005
O -0.012 0.182 -1.858 0.008
N 1.156 -0.246 -2.402 0.008
C 1.221 -0.266 -3.749 0.003
C 2.373 -0.675 -4.368 0.008
C 3.464 -1.067 -3.593 0.001
C 3.367 -1.036 -2.217 0.011
C 2.187 -0.613 -1.620 0.016
S 1.961 -0.528 0.135 0.133
H 0.320 0.060 -4.247 0.000
H 2.415 -0.684 -5.447 0.000
H 4.380 -1.391 -4.066 0.000
H 4.192 -1.329 -1.583 0.001